Record 1
{
  "formula": "C4H7NO",
  "method": "the ωB97M-V functional and the def2-TZVPD basis",
  "species": ["C", "N", "C", "C", "C", "O", "H", "H", "H", "H", "H", "H", "H"],
  "coordinates": [[-1.70441, -0.01953, -0.06041], [-0.24119, -0.16943, -0.17573], [0.18029, -1.17698, -0.90458], [0.47299, 0.73379, 0.55183], [1.89718, 0.74996, 0.63495], [2.53659, 1.54544, 1.31163], [-2.18740, -0.48469, -0.91957], [-1.94981, 1.04172, -0.03085], [-2.03001, -0.50242, 0.86283], [1.23562, -1.39649, -0.96885], [-0.54742, -1.78174, -1.42522], [-0.09934, 1.47561, 1.09153], [2.43693, -0.01523, 0.03245]],
  "e_above_lowest_kcal_mol": 66.9,
  "lumo_ev": [0.11, 0.11],
  "total_energy_ha": -286.52497,
  "charge": 0,
  "homo_ev": [-7.617, -7.617]
}

Record 2
{
  "formula": "C4H7NO",
  "method": "the ωB97M-V functional and the def2-TZVPD basis",
  "species": ["O", "C", "C", "C", "N", "C", "H", "H", "H", "H", "H", "H", "H"],
  "coordinates": [[1.91144, 0.63564, 0.46810], [0.95359, 0.22435, -0.45832], [0.27530, -1.17528, -0.24035], [-1.04925, -0.44936, -0.04950], [-0.83193, 0.49678, 1.05952], [-0.42907, 0.86812, -0.30877], [1.43119, 0.68169, 1.31131], [1.38653, 0.33072, -1.45586], [0.63418, -1.74042, 0.62473], [0.30593, -1.79865, -1.13843], [-2.04845, -0.79384, -0.29493], [-1.71377, 0.96117, 1.26779], [-0.82570, 1.75909, -0.78527]],
  "e_above_lowest_kcal_mol": 60.1,
  "lumo_ev": 1.04,
  "total_energy_ha": -286.53583,
  "charge": 0,
  "homo_ev": -9.438,
  "smiles": "O[C@H]1C[C@H]2N[C@@H]12"
}

Record 3
{
  "formula": "C4H7NO",
  "method": "the ωB97M-V functional and the def2-TZVPD basis",
  "species": ["C", "C", "C", "C", "N", "O", "H", "H", "H", "H", "H", "H", "H"],
  "coordinates": [[0.01287, 0.51668, 0.60411], [1.11057, -0.34702, 0.60954], [2.32771, -0.53700, -0.05199], [-2.36916, -0.07360, 0.16057], [-0.98414, -0.18936, 0.06068], [-0.33852, -1.33194, -0.50497], [-0.12188, 1.28055, 1.26644], [2.32284, -0.18912, -1.16678], [3.21331, 0.04859, 0.49848], [2.72101, -1.63828, 0.01466], [-2.66030, 1.03870, 0.19644], [-2.73276, -0.62840, -0.60560], [-2.83499, -0.68236, 0.99331]],
  "e_above_lowest_kcal_mol": 163.8,
  "lumo_ev": 0.51,
  "total_energy_ha": -286.37063,
  "charge": 0,
  "homo_ev": -7.711
}